(1)
{
  "formula": "C36H32Br2N4PTeTi",
  "method": "wB97M-V/def2-TZVPD",
  "elements": ["H", "Te", "C", "C", "C", "C", "H", "C", "C", "H", "H", "H", "P", "H", "C", "H", "C", "N", "C", "C", "C", "H", "C", "H", "H", "C", "H", "H", "C", "C", "C", "Br", "H", "N", "C", "H", "H", "H", "C", "H", "C", "N", "H", "Ti", "C", "C", "C", "H", "C", "H", "C", "H", "H", "H", "C", "C", "H", "C", "C", "H", "H", "N", "H", "H", "H", "C", "H", "C", "C", "C", "H", "C", "C", "C", "Br", "C", "H"],
  "positions_angstrom": [[1.8042, 3.1008, 1.5129], [2.2968, 0.3720, -0.7767], [-2.2724, -4.3687, 0.8391], [-0.5310, 1.2979, -4.0732], [-0.1327, 2.3942, 0.8785], [3.4584, 2.3810, -3.0512], [-1.0285, -1.0509, -2.5647], [-3.5168, 1.3184, 3.9656], [-1.6674, 1.3990, 5.4858], [-1.1135, 1.9500, -6.6117], [-1.5422, 1.0230, -4.3401], [3.9480, -3.8738, 2.6296], [-0.1622, 0.7544, 1.6854], [3.5000, 2.8705, -2.0778], [-0.4174, 2.6616, -6.1771], [-0.9745, 3.5721, -5.9507], [-0.4689, -4.1868, -3.1709], [1.7152, -1.5484, 1.6725], [-1.1896, -4.1885, -1.9947], [-1.2271, 2.6636, 0.0571], [-0.9082, -0.0746, -2.0775], [-3.7171, 1.5981, 6.0803], [2.0569, 1.9763, -3.3834], [-1.8976, 0.3873, -2.0307], [1.6487, 1.3526, 3.0920], [-0.7206, -3.4467, -0.9022], [-0.3375, 5.6919, -1.1182], [0.2634, 1.1035, 4.6534], [-2.6437, 1.1305, 2.9096], [2.4143, -2.7034, 1.7097], [2.0353, -0.5732, 2.5537], [-3.9112, -5.6162, 2.8105], [-1.2845, -1.3665, 2.9731], [-1.0598, -2.3005, 1.1420], [-2.3888, -3.1871, 2.9243], [-2.1310, -4.7132, -1.9321], [-2.7315, -3.1027, 3.9404], [-1.2820, 1.4929, 6.4905], [-1.5615, -2.2343, 2.3806], [-0.5385, -0.2169, -1.0331], [3.0288, -0.7515, 3.5138], [1.3625, 0.6303, 2.4337], [-4.5803, 1.3405, 3.7808], [0.4246, -1.2094, 0.2445], [0.9080, 3.3133, 0.9490], [-1.2909, 3.8356, -0.6723], [3.7275, -1.9462, 3.5515], [-2.0245, 1.9325, -0.0278], [-1.3972, -3.3790, 0.3702], [-3.0368, 0.9961, 1.9083], [0.8188, 4.5028, 0.2456], [4.1075, 1.5071, -2.9915], [-2.1253, 4.0121, -1.3342], [3.8539, 3.0611, -3.8012], [-3.0309, 1.4592, 5.2574], [0.0124, 0.7995, -2.8922], [1.3932, -3.5552, -4.0958], [-2.7609, -4.2786, 2.1234], [3.4154, -2.9384, 2.6240], [2.1165, -2.2699, -2.1210], [1.6221, 5.2174, 0.3117], [0.4327, -2.7014, -0.9899], [2.1461, -3.4407, 0.9516], [2.0582, 3.1028, -5.2002], [4.5029, -2.1017, 4.2846], [1.3247, 1.1223, -2.5464], [3.2574, 0.0373, 4.2150], [-0.2762, 4.7715, -0.5591], [1.1709, -2.8114, -2.1127], [1.4834, 2.4574, -4.5498], [-2.5191, -5.2142, 0.2194], [-1.2673, 1.0874, 3.1287], [-0.7903, 1.1964, 4.4332], [0.7768, -3.5273, -3.2122], [-1.1657, -5.0199, -4.7254], [0.1918, 2.1161, -4.9238], [0.3458, 2.9075, -6.9117]],
  "orbital_gap_ha": [0.2033, 0.2250],
  "total_charge": 1,
  "relative_energy_ev": 1.829,
  "multiplicity": 3
}

(2)
{
  "formula": "C36H32ClInP2",
  "method": "wB97M-V/def2-TZVPD",
  "elements": ["H", "C", "H", "C", "H", "C", "C", "H", "C", "H", "H", "C", "In", "C", "H", "H", "H", "C", "H", "C", "H", "C", "C", "H", "C", "H", "H", "H", "C", "H", "C", "C", "C", "C", "H", "H", "H", "H", "H", "C", "C", "H", "P", "C", "C", "C", "C", "C", "H", "C", "C", "H", "C", "H", "H", "Cl", "H", "C", "H", "P", "C", "C", "C", "C", "H", "C", "C", "C", "C", "H", "H", "H"],
  "positions_angstrom": [[-2.0548, 2.7230, -3.9754], [0.1800, -1.1429, -3.3533], [-2.3032, -6.7150, 0.7421], [-3.3696, -3.8890, 2.3173], [1.0094, 5.0672, 4.6443], [-2.1843, 2.4530, -2.9179], [-1.2913, 4.7906, 1.5207], [-0.1396, 2.9906, -2.2825], [2.3479, -3.0375, 1.6459], [-2.5784, -2.5540, -1.0038], [3.2716, 4.6980, -2.4744], [-2.5924, 1.8057, -0.2193], [0.2177, 0.0713, 1.4991], [0.3585, 4.9831, 3.7812], [4.6513, 1.1077, -0.5087], [1.0944, 4.5277, -1.2659], [-1.9188, 4.7088, 0.6315], [-1.1569, -1.0588, -3.7587], [4.2260, -3.5014, 2.6163], [4.0774, 2.8821, -1.6277], [-2.3154, 6.4795, 2.3392], [4.0862, -4.4409, 0.6781], [3.0914, 3.8599, -1.8040], [1.5524, -1.5640, -1.7138], [1.5496, -3.2430, 0.5087], [-2.6576, 1.5155, 0.8432], [5.0022, 2.8902, -2.2201], [-4.1985, 1.7246, -3.2151], [1.8700, 3.7776, -1.1303], [1.3617, 3.1998, 3.0147], [-2.3080, -5.6957, 1.0888], [-3.5810, 1.5411, -1.1643], [-0.2742, 3.8563, 1.7358], [-3.4017, 1.8930, -2.4960], [5.0841, -4.8909, 0.7236], [3.6465, -5.2438, -1.2677], [-1.4020, -0.5880, -4.7081], [1.4501, -4.1266, -1.4778], [-4.1625, -5.8807, 2.1354], [-1.8539, -2.1400, -1.6999], [-1.2734, -4.8460, 0.7089], [0.2074, -0.2166, -0.3907], [0.0096, 2.4828, 0.5534], [-2.1578, -1.6077, -2.9481], [3.8830, 1.8722, -0.6928], [3.2727, -4.6335, -0.4513], [-0.6716, 5.9121, 3.5668], [-1.4918, 5.7937, 2.4613], [-3.1898, -1.6095, -3.3356], [0.5703, 3.9552, 2.8702], [-3.3476, -5.2153, 1.8788], [-4.2073, -3.5500, 2.9147], [-1.1471, 2.6419, -1.9992], [0.9883, -0.7932, -4.0189], [-4.4932, 1.0404, -0.8487], [1.5514, 0.0989, 3.3406], [-0.4338, -5.1684, 0.0813], [0.5256, -1.6619, -2.1049], [2.5860, 1.0889, 0.8361], [-0.0499, -2.3700, 0.4869], [2.6908, 1.8228, 0.0354], [3.6007, -3.6493, 1.7284], [-0.5055, -2.1758, -1.2783], [-1.3729, 2.3694, -0.6430], [2.0136, -2.3431, 2.4182], [-1.3248, -3.5085, 1.1264], [-2.3425, -3.0132, 1.9578], [1.6336, 2.6993, -0.2547], [2.0271, -4.0286, -0.5594], [-2.2799, -1.9573, 2.2740], [1.1607, 0.0206, -0.1723], [-0.8162, 6.7156, 4.2775]],
  "orbital_gap_ha": 0.2560,
  "total_charge": 2,
  "relative_energy_ev": 1.191
}